No. 1
Computed, not measured: a structure of composition CH3N3O2S, with wB97M-V/def2-TZVPD.

Structure (ORCA input):
```
! wB97M-V def2-TZVPD RIJCOSX def2/J DEFGRID3
* xyz 0 1
C 0.399 0.461 0.670
N 0.897 0.664 1.778
N -1.052 -0.013 0.523
N 0.791 0.256 -0.698
O -0.450 -1.769 -1.388
O -1.587 0.370 -1.935
S -0.713 -0.416 -1.109
H 1.945 0.814 1.977
H -1.748 -0.012 1.199
H 1.519 -0.357 -1.017
*
```

Properties
- Energy relative to the best compared isomer or geometry (same formula, charge and spin): 152.5 kJ/mol
- Strongest force on any atom: 6.612 eV/A
- Total energy: -752.7731 Eh
- HOMO energy: -0.3813 Ha
- Kohn-Sham gap: 10.9 eV
- LUMO energy: 0.556 eV

Results of the natural (NBO) charge analysis, in e, for atoms 1 through 5:
1. C 0.580
2. N -0.688
3. N -0.894
4. N -0.855
5. O -0.903

=====

No. 2
Computed, not measured: a structure of composition C16H39FeN4O11P, with wB97M-V/def2-TZVPD.

Structure (ORCA input):
```
! wB97M-V def2-TZVPD RIJCOSX def2/J DEFGRID3
* xyz -4 9
Fe 2.770 -0.658 -1.380
O 0.287 2.569 -4.211
H -0.403 2.369 -3.555
P 5.075 0.467 -2.143
O 5.916 -0.299 -3.162
O 4.613 -0.464 -0.970
O 3.545 0.464 -2.740
O 5.377 1.925 -1.854
C -0.940 0.821 -0.449
C 0.431 1.272 0.057
O 1.541 0.925 -0.674
H -1.594 1.301 0.295
H -1.179 -0.239 -0.507
H -1.219 1.306 -1.390
H 0.415 1.025 1.145
H 0.457 2.374 0.116
C -0.252 -2.168 -2.336
C 1.002 -2.816 -2.969
O 2.199 -2.089 -2.890
H -0.783 -1.560 -3.072
H -0.147 -1.552 -1.445
H -0.830 -3.066 -2.082
H 0.769 -2.932 -4.035
H 1.194 -3.736 -2.396
C -2.860 -1.307 1.510
O -2.373 -2.412 1.304
N -2.958 -0.654 2.659
C -3.356 0.750 2.780
C -2.359 -1.181 3.878
H -3.272 -0.657 0.711
H -3.660 1.105 3.759
H -4.104 1.042 2.044
H -2.420 1.256 2.512
H -3.184 -1.331 4.586
H -1.872 -2.155 3.819
H -1.621 -0.553 4.386
C 1.188 -2.273 0.987
O 2.049 -1.818 0.245
N 1.156 -3.525 1.449
C 0.048 -4.070 2.229
C 2.076 -4.522 0.919
H 0.450 -1.595 1.446
H 0.537 -4.643 3.024
H -0.432 -4.858 1.640
H -0.654 -3.329 2.590
H 1.451 -5.235 0.374
H 2.825 -4.141 0.229
H 2.608 -5.009 1.740
C 3.840 2.824 1.152
O 3.230 3.603 0.453
N 3.590 2.651 2.478
C 4.119 1.390 3.013
C 2.384 3.239 3.048
H 4.724 2.262 0.811
H 5.210 1.447 3.072
H 3.852 0.556 2.367
H 3.868 1.163 4.051
H 2.527 3.147 4.130
H 2.207 4.302 2.907
H 1.531 2.662 2.685
C -3.359 3.542 -2.943
O -3.824 4.460 -2.273
N -3.966 2.371 -3.186
C -3.248 1.291 -3.825
C -5.346 2.133 -2.724
H -2.328 3.615 -3.330
H -2.531 0.854 -3.128
H -2.810 1.401 -4.826
H -4.075 0.659 -4.168
H -5.408 1.274 -2.058
H -5.702 3.060 -2.285
H -5.994 1.969 -3.593
*
```

Properties
- Strongest force on any atom: 7.000 eV/A
- Total energy: -3284.2087 Eh
- HOMO energy (spin up / spin down): 0.1929 / 0.1454 Ha
- Kohn-Sham gap (spin up / spin down): 2.2 / 3.2 eV
- <S²>: 20.02
- LUMO energy (spin up / spin down): 7.478 / 7.117 eV

Results of the Mulliken charge analysis, in e, for atoms 1 through 5:
1. Fe 1.038
2. O -1.182
3. H 0.153
4. P 0.915
5. O -0.868

=====

No. 3
Computed, not measured: a structure of composition C4H12N2O, with wB97M-V/def2-TZVPD.

Structure (ORCA input):
```
! wB97M-V def2-TZVPD RIJCOSX def2/J DEFGRID3
* xyz 0 1
C 0.981 0.615 3.665
N 0.595 -0.706 0.579
C 0.542 0.390 1.339
N -0.039 0.411 2.626
H 0.523 0.652 4.643
H 1.494 1.558 3.470
H 1.720 -0.192 3.640
H -0.466 -0.444 0.768
H 0.928 -0.594 -1.119
H 0.827 1.385 0.941
H -0.538 -0.473 2.668
C -0.663 -0.577 -2.216
O 0.744 -0.550 -2.099
C -1.057 -0.066 -3.585
H -1.117 0.023 -1.415
H -1.048 -1.606 -2.075
H -2.139 -0.143 -3.740
H -0.542 -0.646 -4.361
H -0.744 0.964 -3.730
*
```

Properties
- Energy relative to the best compared isomer or geometry (same formula, charge and spin): 415.7 kJ/mol
- Strongest force on any atom: 3.879 eV/A
- Total energy: -344.2267 Eh
- HOMO energy: -0.3365 Ha
- Kohn-Sham gap: 9.5 eV
- LUMO energy: 0.326 eV

Results of the natural (NBO) charge analysis, in e, for atoms 1 through 5:
1. C -0.415
2. N -0.757
3. C 0.324
4. N -0.636
5. H 0.217

=====

No. 4
Computed, not measured: a cluster of 2 separate species, C9H14O in total, with wB97M-V/def2-TZVPD.

Structure (ORCA input):
```
! wB97M-V def2-TZVPD RIJCOSX def2/J DEFGRID3
* xyz -1 2
C -1.055 -2.626 -1.671
C -0.335 -0.352 -1.432
C 0.112 -1.683 -1.676
C 0.493 0.772 -1.240
C 1.484 -1.849 -1.718
C 1.818 0.541 -1.300
C 2.335 -0.762 -1.551
O 2.640 1.628 -1.275
H -1.325 -0.114 -1.409
H 0.022 1.608 -0.976
H -0.759 -3.560 -1.093
H -1.438 -2.902 -2.682
H 1.628 -2.954 -1.813
H 3.398 -0.916 -1.632
H 3.611 1.446 -1.484
H -1.929 -2.279 -1.211
C -2.024 1.435 2.906
C -0.645 2.124 3.044
H -2.058 0.601 3.666
H -2.782 2.139 3.100
H -2.318 1.004 1.939
H -0.797 3.140 2.995
H 0.097 1.658 2.411
H -0.176 1.902 4.099
*
```

Properties
- Energy relative to the best compared isomer or geometry (same formula, charge and spin): 171.2 kJ/mol
- Strongest force on any atom: 4.498 eV/A
- Total energy: -426.4591 Eh
- HOMO energy (spin up / spin down): 0.0419 / -0.1185 Ha
- Kohn-Sham gap (spin up / spin down): 2.6 / 6.8 eV
- <S²>: 0.76
- LUMO energy (spin up / spin down): 3.691 / 3.588 eV

Results of the natural (NBO) charge analysis, in e, for atoms 1 through 5:
1. C -0.635
2. C -0.376
3. C -0.076
4. C -0.379
5. C -0.293

=====

No. 5
Computed, not measured: a structure of composition C5H9OP, with wB97M-V/def2-TZVPD.

Structure (ORCA input):
```
! wB97M-V def2-TZVPD RIJCOSX def2/J DEFGRID3
* xyz 0 1
C 0.034 -0.838 1.127
C 0.340 -1.074 -0.334
C -0.511 0.083 0.095
C 1.792 -0.714 -0.662
C -0.449 1.607 -0.018
O -3.590 0.730 0.165
P -2.751 -0.335 -0.364
H -0.563 -1.516 1.663
H 0.888 -0.325 1.502
H -0.179 -1.999 -0.777
H 1.943 0.364 -0.833
H 2.126 -1.232 -1.626
H 2.491 -1.117 -0.029
H -1.383 1.991 0.525
H -0.566 2.258 -0.957
H 0.376 2.117 0.524
*
```

Properties
- Energy relative to the best compared isomer or geometry (same formula, charge and spin): 273.4 kJ/mol
- Strongest force on any atom: 4.757 eV/A
- Total energy: -612.3928 Eh
- HOMO energy: -0.2992 Ha
- Kohn-Sham gap: 7.4 eV
- LUMO energy: -0.776 eV

Results of the natural (NBO) charge analysis, in e, for atoms 1 through 5:
1. C -0.449
2. C -0.257
3. C -0.227
4. C -0.622
5. C -0.688

=====

No. 6
Computed, not measured: a cluster of 2 separate species, C3H7NOS in total, with wB97M-V/def2-TZVPD.

Structure (ORCA input):
```
! wB97M-V def2-TZVPD RIJCOSX def2/J DEFGRID3
* xyz 0 1
C -1.771 -0.636 -0.198
C 2.660 1.118 -0.134
C -0.484 0.196 -0.178
N 0.683 -0.242 -0.017
O 0.918 -1.495 0.512
S 3.611 -0.153 0.144
H -1.512 -1.558 0.249
H -1.924 -0.849 -1.177
H -2.521 -0.029 0.276
H 2.742 1.705 -0.957
H 1.924 1.395 0.655
H -0.421 1.138 -0.638
H 1.827 -1.447 1.000
*
```

Properties
- Energy relative to the best compared isomer or geometry (same formula, charge and spin): 440.2 kJ/mol
- Strongest force on any atom: 4.240 eV/A
- Total energy: -646.5443 Eh
- HOMO energy (spin up / spin down): -0.3127 / -0.3127 Ha
- Kohn-Sham gap (spin up / spin down): 8.7 / 8.7 eV
- Structure (SMILES): C/C=N\O.C=S
- LUMO energy (spin up / spin down): 0.154 / 0.154 eV

Results of the natural (NBO) charge analysis, in e, for atoms 1 through 5:
1. C -0.673
2. C -0.383
3. C 0.073
4. N -0.133
5. O -0.583

=====

No. 7
Computed, not measured: a structure of composition C3H6N2OS, with wB97M-V/def2-TZVPD.

Structure (ORCA input):
```
! wB97M-V def2-TZVPD RIJCOSX def2/J DEFGRID3
* xyz 0 1
C 0.382 -0.534 -0.681
C -0.686 0.153 -0.034
C -0.737 1.017 1.096
H 1.081 -1.936 -1.847
H -1.031 -2.108 -0.963
H 1.667 0.601 0.211
H 2.687 -0.763 -0.751
H -1.565 -0.356 -0.315
H -2.031 2.252 1.871
N -0.056 -1.631 -1.338
N 1.611 -0.042 -0.522
O -1.953 1.547 1.283
S 0.631 1.799 1.992
*
```

Properties
- Energy relative to the best compared isomer or geometry (same formula, charge and spin): 471.4 kJ/mol
- Strongest force on any atom: 7.606 eV/A
- Total energy: -700.7097 Eh
- HOMO energy: -0.2809 Ha
- Kohn-Sham gap: 7.3 eV
- LUMO energy: -0.350 eV

Results of the natural (NBO) charge analysis, in e, for atoms 1 through 5:
1. C 0.469
2. C -0.522
3. C 0.326
4. H 0.415
5. H 0.481

=====

> total energy of number 5 (C5H9OP)?

-612.3928 Eh

=====

> The highest strongest force on any atom belongs to which entry?

C3H6N2OS

=====

> strongest force on any atom of number 3 (C4H12N2O)?

3.879 eV/A